[1]
18
Properties=species:S:1:pos:R:3:forces:R:3:mulliken_charge:R:1 method="wB97M-V/def2-TZVPD" gap_ev=8.22 homo_ha=-0.28649
C 1.147534 0.502780 1.984484 -0.257 0.916 -0.233 -0.702
C 1.166929 0.624715 -0.491501 -1.070 2.321 3.047 0.189
C -0.279755 0.760628 -0.293781 -3.373 -2.681 -4.411 0.448
C -0.989523 -0.729914 -0.691259 0.389 0.470 1.105 0.635
N 1.897471 0.332874 -1.587271 -0.248 0.114 0.070 -0.493
N -2.215269 -0.885898 -0.122173 -0.060 0.546 0.330 -0.438
N 1.571201 0.996029 0.686970 3.014 -1.946 -1.180 -0.511
N -1.036245 1.802728 -0.243479 1.989 -0.821 1.315 -0.685
N -0.436780 -1.582431 -1.476643 0.133 1.151 0.415 -0.647
H 2.749388 -0.166329 -1.354905 -0.076 0.261 -0.223 0.261
H 1.358059 -0.043070 -2.361393 0.236 0.026 0.259 0.306
H -2.656357 -1.796104 -0.163844 -0.037 0.422 0.230 0.219
H -2.448338 -0.215564 0.606302 -0.256 -0.752 -0.221 0.170
H -1.955871 1.621302 0.160477 -0.112 -0.227 -0.793 0.226
H -1.054266 -2.381506 -1.652262 0.153 0.243 0.051 0.211
H 0.538407 -0.405319 1.925798 -0.143 0.125 0.005 0.251
H 2.033334 0.259591 2.578710 -0.092 0.065 -0.053 0.287
H 0.610080 1.305487 2.495770 -0.190 -0.233 0.287 0.273

[2]
12
Properties=species:S:1:pos:R:3:forces:R:3:mulliken_charge:R:1 method="wB97M-V/def2-TZVPD" gap_ev="7.54 / 6.29" homo_ha="-0.34476 / -0.32278"
C 0.448716 0.485385 -0.203847 2.925 -0.591 -2.171 0.131
C -0.988139 0.643271 0.097467 -0.570 2.177 -0.646 -0.504
C -1.044771 -0.701106 0.708753 1.317 0.213 2.499 -0.684
C 0.497201 -0.811499 0.583343 0.038 1.471 2.534 -0.229
P 1.268497 1.311910 -1.419528 -0.568 0.077 0.087 -0.045
Br 3.444803 1.216306 -3.478962 -0.625 -0.279 1.038 -0.379
H -0.944733 1.458199 0.800846 -0.833 0.207 0.842 0.224
H -1.600086 0.976648 -0.719552 -0.551 -0.117 -0.328 0.400
H -1.435407 -0.728761 1.717351 0.109 0.232 0.398 0.277
H -1.440037 -1.535687 0.297972 -1.860 -2.006 -2.261 0.308
H 0.951344 -0.708315 1.635703 -0.063 -0.336 -1.855 0.194
H 0.842612 -1.606352 -0.019545 0.680 -1.050 -0.138 0.308

Table of energy above the lowest of the compared OMol25 structures with the same formula, charge and spin (kJ/mol), in record order: 304.6 347.5